C25H30NPdSi as an isolated structure at a distorted geometry, computed with ωB97M-V/def2-TZVPD.

```
58
Properties=species:S:1:pos:R:3
Pd -1.968 -0.100 0.545
C -2.503 -1.551 3.502
C -2.495 -0.308 4.145
C -3.064 0.781 3.512
C -3.683 0.642 2.257
C -3.764 -0.619 1.629
C -3.118 -1.706 2.268
H -2.023 -2.405 3.968
H -2.021 -0.195 5.113
H -3.042 1.756 3.986
H -4.198 1.486 1.819
H -4.454 -0.794 0.821
H -3.148 -2.680 1.799
C -1.936 -0.926 -1.530
Si -0.261 -0.297 -1.539
C 0.953 -1.157 -0.304
N 0.563 -1.129 1.110
C 1.214 -2.113 1.952
C 2.656 -1.758 2.335
C 2.750 -0.264 2.712
C 1.363 0.320 2.980
C 0.526 0.220 1.704
C 0.718 -0.593 -3.197
C 1.369 -1.810 -3.448
C 1.934 -2.110 -4.684
C 1.858 -1.195 -5.726
C 1.212 0.016 -5.514
C 0.657 0.306 -4.272
C -0.104 1.604 -1.379
C -1.144 2.387 -0.853
C -1.005 3.763 -0.694
C 0.184 4.393 -1.044
C 1.233 3.637 -1.554
C 1.082 2.265 -1.722
H -2.036 -2.013 -1.511
H -2.641 -0.456 -2.215
H 1.980 -0.775 -0.470
H 0.972 -2.211 -0.606
H 1.180 -3.076 1.438
H 0.618 -2.231 2.864
H 3.331 -1.982 1.506
H 2.966 -2.392 3.173
H 3.193 0.296 1.883
H 3.409 -0.121 3.572
H 1.432 1.370 3.271
H 0.876 -0.205 3.807
H 0.945 0.928 0.983
H -0.520 0.546 1.914
H 1.433 -2.554 -2.660
H 2.432 -3.062 -4.837
H 2.293 -1.424 -6.692
H 1.141 0.738 -6.321
H 0.156 1.261 -4.135
H -2.052 1.880 -0.511
H -1.823 4.343 -0.281
H 0.296 5.463 -0.915
H 2.167 4.118 -1.823
H 1.909 1.692 -2.133
```

Calculated values
HOMO energy ... -2.46 eV
Total charge ... -1
Frontier orbital gap ... 5.55 eV

=====

C25H31BCl2N9O3Tl as an isolated structure, computed with ωB97M-V/def2-TZVPD.

```
72
Properties=species:S:1:pos:R:3
Tl 0.482 -1.636 -0.597
C -3.046 -2.568 -1.017
C -2.979 -1.196 -0.434
C -3.977 -0.207 -0.403
C -3.358 0.904 0.130
C -3.925 2.268 0.352
N -2.079 0.565 0.402
N -1.853 -0.717 0.055
B -1.007 1.421 1.098
N -0.682 0.884 2.512
N -0.016 -0.272 2.735
C 0.070 -0.415 4.046
C 0.748 -1.596 4.660
C -0.555 0.661 4.703
C -1.025 1.463 3.684
C -1.786 2.744 3.794
N 0.288 1.655 0.274
N 1.357 0.816 0.303
C 2.392 1.500 -0.160
C 3.776 0.945 -0.107
C 1.996 2.783 -0.562
C 0.649 2.834 -0.281
C -0.315 3.936 -0.567
H -4.074 -2.819 -1.287
H -2.662 -3.301 -0.307
H -2.434 -2.607 -1.922
H -4.992 -0.280 -0.759
H -4.958 2.286 0.002
H -3.365 3.024 -0.199
H -3.916 2.555 1.405
H -1.503 2.502 1.253
H 1.651 -1.844 4.101
H 0.105 -2.476 4.650
H 1.036 -1.378 5.691
H -0.655 0.827 5.764
H -1.924 2.985 4.849
H -2.771 2.672 3.331
H -1.262 3.573 3.315
H 3.752 -0.122 0.108
H 4.339 1.439 0.691
H 4.310 1.096 -1.045
H 2.591 3.545 -1.038
H 0.211 4.753 -1.062
H -0.785 4.317 0.341
H -1.105 3.586 -1.235
N 0.679 -3.562 -2.601
C 2.024 -4.091 -2.429
C 2.351 -4.271 -0.943
O 3.001 -5.275 -0.612
N 1.831 -3.365 -0.107
C 1.672 -3.787 1.266
C 0.189 -3.703 1.676
O -0.177 -4.292 2.695
O -0.572 -3.048 0.885
H -0.029 -4.249 -2.376
H 0.501 -3.163 -3.511
H 2.720 -3.376 -2.867
H 2.207 -5.063 -2.901
H 2.274 -3.202 1.968
H 1.992 -4.824 1.371
Cl -1.993 1.541 -3.201
C -0.256 1.542 -3.414
C 0.307 2.605 -4.064
C 1.693 2.682 -4.251
C 2.453 1.613 -3.799
C 1.869 0.549 -3.147
Cl 2.907 -0.810 -2.764
C 0.472 0.420 -2.832
N -0.183 -0.485 -2.173
H -0.345 3.397 -4.415
H 2.147 3.523 -4.757
H 3.525 1.587 -3.963
```

Calculated values
HOMO energy ... -1.20 eV
Total charge ... -2
Frontier orbital gap ... 5.70 eV
ΔE to the lowest compared entry with this formula, charge and spin ... 106.6 kJ/mol